No. 1
A structure of composition C44H39GeMoN3OSeSi at a distorted geometry, computed with ωB97M-V/def2-TZVPD.

Properties
Maximum force, eV Å⁻¹: 1.5
Total charge: +2
Calculated total energy, eV: -184358.69496
HOMO energy, eV: -13.566

CARTESIAN COORDINATES (ANGSTROEM)
Mo (-0.22835, -0.27314, 0.93300)
Se (-3.88078, 0.49767, 2.49946)
N (-4.28257, -1.04364, 3.25883)
C (-3.33649, -1.92214, 2.97281)
C (-3.22232, -3.28814, 3.39568)
C (-2.12606, -3.97319, 2.97856)
C (-1.12743, -3.35712, 2.14919)
N (-1.21501, -2.12660, 1.72083)
C (-2.30091, -1.41769, 2.15048)
N (-2.36671, -0.14787, 1.77191)
H (-3.97516, -3.72961, 4.02888)
H (-1.96914, -5.00029, 3.26582)
H (-0.25501, -3.92311, 1.84426)
C (-0.76857, 4.23566, 0.55306)
C (0.08859, 3.00180, 0.42003)
O (-0.59723, 1.85781, 1.02391)
H (-0.24369, 5.08774, 0.12973)
H (-0.98188, 4.45761, 1.59586)
H (-1.70512, 4.13334, 0.00714)
H (1.03034, 3.08332, 0.96621)
H (0.29245, 2.74358, -0.62384)
H (-1.54129, 1.95139, 0.81342)
C (4.36283, -2.27039, -2.89667)
C (2.99879, -2.07183, -3.05477)
C (2.30079, -1.34092, -2.11024)
C (2.95533, -0.77932, -1.00584)
C (4.34222, -0.96939, -0.88195)
C (5.03394, -1.72613, -1.81294)
Si (2.06554, 0.19653, 0.30236)
C (1.44809, -1.25647, 1.84851)
C (2.28616, -2.34792, 1.66656)
C (2.84175, -2.99281, 2.77181)
C (2.56257, -2.55498, 4.04906)
C (1.73222, -1.45182, 4.25052)
C (1.19261, -0.80046, 3.16085)
C (3.20658, 1.43959, 1.09888)
C (3.76503, 2.40455, 0.24286)
C (4.60451, 3.38954, 0.73423)
C (4.91896, 3.41593, 2.08352)
C (4.39406, 2.46240, 2.94112)
C (3.53659, 1.48579, 2.45896)
H (4.90866, -2.84728, -3.62776)
H (2.48445, -2.48082, -3.91217)
H (1.23630, -1.19860, -2.23914)
H (4.87735, -0.52875, -0.05216)
H (6.09664, -1.88025, -1.70183)
H (2.50767, -2.69926, 0.66834)
H (3.49466, -3.83910, 2.62494)
H (2.99718, -3.06124, 4.89685)
H (1.53306, -1.09736, 5.25141)
H (0.57834, 0.10284, 3.34165)
H (3.55550, 2.38382, -0.81806)
H (5.02366, 4.12476, 0.06559)
H (5.58462, 4.17543, 2.46361)
H (4.65793, 2.47662, 3.98780)
H (3.15007, 0.74897, 3.14511)
C (-0.56533, -0.68349, -0.66003)
Ge (-1.54857, -1.50856, -2.19299)
C (-1.71877, -3.32870, -1.52791)
C (-0.56746, -4.10135, -1.38608)
C (-0.64192, -5.41594, -0.96169)
C (-1.87467, -5.97573, -0.65928)
C (-3.02475, -5.21560, -0.77955)
C (-2.94672, -3.90018, -1.21480)
C (-3.21037, -0.50016, -2.17719)
C (-4.34768, -1.00388, -2.80229)
C (-5.53868, -0.29492, -2.79498)
C (-5.60926, 0.94103, -2.17526)
C (-4.47845, 1.47416, -1.57353)
C (-3.29373, 0.75212, -1.57403)
C (-0.65753, -1.40439, -3.89662)
C (-0.29173, -2.56272, -4.57504)
C (0.23890, -2.48634, -5.85350)
C (0.41129, -1.25459, -6.45921)
C (0.05240, -0.09247, -5.79195)
C (-0.48319, -0.16850, -4.51909)
H (0.40371, -3.68287, -1.62649)
H (0.25562, -6.01191, -0.88342)
H (-1.93779, -7.00751, -0.35112)
H (-3.98609, -5.65176, -0.55395)
H (-3.85850, -3.32535, -1.31572)
H (-4.31216, -1.95260, -3.32359)
H (-6.40919, -0.70037, -3.28876)
H (-6.53399, 1.49934, -2.18462)
H (-4.52048, 2.45947, -1.12796)
H (-2.39902, 1.19309, -1.14187)
H (-0.42530, -3.53518, -4.11596)
H (0.51116, -3.38893, -6.37851)
H (0.81953, -1.19650, -7.45652)
H (0.18107, 0.86730, -6.26861)
H (-0.77559, 0.74534, -4.01430)



No. 2
A structure of composition C44H39GeN2O2PSTeW at a distorted geometry, computed with ωB97M-V/def2-TZVPD.

Properties
Maximum force, eV Å⁻¹: 1.2
<S²>: 2.030
Energy above the lowest of the compared OMol25 structures with the same formula, charge and spin, eV: 0.211
Calculated total energy, eV: -139094.03553
2S+1: 3
HOMO energy (spin up / spin down), eV: -6.184 / -7.152

CARTESIAN COORDINATES (ANGSTROEM)
W (-0.46032, -0.21553, 0.04666)
O (3.82188, 1.97618, 6.72127)
C (3.95594, 1.98381, 5.37336)
O (4.88476, 2.56042, 4.87772)
C (2.88509, 1.31616, 4.58173)
C (3.12290, 1.10377, 3.22475)
C (2.18764, 0.47932, 2.43202)
C (0.98168, 0.01815, 2.96558)
C (0.72367, 0.27192, 4.31822)
C (1.66366, 0.91018, 5.10780)
N (0.07190, -0.67361, 2.15890)
C (-0.67029, -1.61381, 2.75469)
C (-1.76036, -2.17780, 2.08804)
C (-2.57834, -3.18303, 2.66042)
C (-3.66140, -3.64767, 1.97274)
C (-3.95301, -3.10573, 0.70154)
C (-3.11476, -2.14713, 0.19404)
N (-2.02444, -1.68750, 0.83223)
H (3.07582, 1.42574, 6.98368)
H (4.06762, 1.43322, 2.81398)
H (2.36452, 0.31993, 1.37939)
H (-0.23886, 0.02125, 4.74295)
H (1.39224, 1.12277, 6.13692)
H (-0.43117, -1.95902, 3.75377)
H (-2.32871, -3.56107, 3.64301)
H (-4.29746, -4.41140, 2.40032)
H (-4.81759, -3.42097, 0.13638)
H (-3.32293, -1.69721, -0.76721)
C (1.07926, 0.25081, -0.70776)
Ge (2.58929, -0.76914, -1.30257)
C (4.37823, -0.13047, -0.84992)
C (5.47612, -0.87768, -1.27565)
C (6.76722, -0.49902, -0.93665)
C (6.97535, 0.64005, -0.16997)
C (5.89293, 1.40569, 0.24022)
C (4.60274, 1.02148, -0.10081)
C (2.14128, -2.43694, -0.34522)
C (3.04552, -3.26661, 0.30460)
C (2.60537, -4.39914, 0.98262)
C (1.25738, -4.72560, 1.01154)
C (0.33430, -3.90806, 0.37141)
C (0.78283, -2.77151, -0.28215)
C (2.58461, -1.17731, -3.22145)
C (2.91122, -0.19175, -4.15206)
C (2.90182, -0.46648, -5.51183)
C (2.57201, -1.73956, -5.96088)
C (2.25907, -2.73376, -5.04543)
C (2.26826, -2.45241, -3.68428)
H (5.32512, -1.76156, -1.88814)
H (7.60994, -1.09066, -1.27138)
H (7.98109, 0.93462, 0.10055)
H (6.05183, 2.30207, 0.82670)
H (3.76644, 1.64289, 0.20269)
H (4.10280, -3.02589, 0.29709)
H (3.32193, -5.03133, 1.49207)
H (0.92580, -5.61390, 1.53365)
H (-0.72229, -4.14590, 0.39348)
H (0.06100, -2.17546, -0.86311)
H (3.17820, 0.80440, -3.81365)
H (3.15514, 0.31073, -6.22174)
H (2.56594, -1.95616, -7.02142)
H (2.01340, -3.73112, -5.38854)
H (2.02657, -3.23917, -2.97615)
Te (-1.85816, 1.88240, 1.07582)
C (-1.31314, 3.57385, -0.05384)
C (-2.11105, 4.65505, -0.29823)
C (-1.46804, 5.66969, -1.05749)
C (-0.18600, 5.34258, -1.37521)
S (0.23413, 3.78960, -0.77724)
H (-3.12899, 4.72454, 0.06150)
H (-1.93734, 6.59964, -1.34500)
H (0.52535, 5.92493, -1.93855)
C (-0.59667, 0.95509, -3.43927)
P (-1.46556, -0.14031, -2.28040)
C (-1.37790, -1.74783, -3.14973)
C (-3.19770, 0.37889, -2.50414)
C (-3.50416, 1.71909, -2.26824)
C (-4.80264, 2.17726, -2.41767)
C (-5.81245, 1.30317, -2.79639)
C (-5.51568, -0.02944, -3.03854)
C (-4.21236, -0.48856, -2.90005)
H (-1.13604, 1.01048, -4.38545)
H (0.40253, 0.55113, -3.60047)
H (-0.50051, 1.94894, -2.99817)
H (-1.81741, -1.68548, -4.14623)
H (-1.87577, -2.53302, -2.57908)
H (-0.32354, -2.01156, -3.24791)
H (-2.72921, 2.41107, -1.95955)
H (-5.02396, 3.22031, -2.23135)
H (-6.82786, 1.66132, -2.90523)
H (-6.29624, -0.71484, -3.34279)
H (-3.99793, -1.52930, -3.11144)



No. 3
A structure of composition C44H40AlNOP at a distorted geometry, computed with ωB97M-V/def2-TZVPD.

Properties
Maximum force, eV Å⁻¹: 1.3
Total charge: +1
Calculated total energy, eV: -65692.95451
HOMO energy, eV: -10.584

CARTESIAN COORDINATES (ANGSTROEM)
Al (-2.39813, 17.27415, 10.58978)
C (-2.26900, 19.95989, 8.67484)
C (-2.64256, 20.80223, 9.92125)
C (-2.00522, 22.19332, 9.84468)
C (-2.27895, 20.18625, 11.26784)
C (-3.00625, 20.92869, 12.41071)
O (-3.54942, 19.94198, 13.27605)
C (-3.33684, 18.65944, 12.77707)
N (-2.66516, 18.79053, 11.48444)
C (-4.59203, 17.69966, 12.74395)
C (-5.50128, 17.98216, 13.91917)
C (-5.78207, 17.06665, 14.84978)
C (-5.20438, 15.72801, 14.77743)
C (-4.16709, 15.45690, 14.00567)
C (-3.58224, 16.52852, 13.11764)
P (-2.12104, 14.56079, 11.95238)
C (-1.04872, 14.17234, 13.29757)
C (-0.02981, 15.11064, 13.51429)
C (0.79083, 14.94852, 14.62126)
C (0.59493, 13.88154, 15.47114)
C (-0.40308, 12.94440, 15.25136)
C (-1.21938, 13.07851, 14.15456)
C (-2.26009, 13.12356, 10.92434)
C (-3.54289, 12.87567, 10.44410)
C (-3.90950, 11.58751, 10.10408)
C (-3.02346, 10.54980, 10.23788)
C (-1.71121, 10.81868, 10.58784)
C (-1.30940, 12.09281, 10.94144)
H (-2.33394, 20.58485, 7.78749)
H (-2.94047, 19.09346, 8.57405)
H (-1.22885, 19.62163, 8.75977)
H (-3.73270, 20.96036, 9.93988)
H (-0.92067, 22.14921, 9.89152)
H (-2.35432, 22.82430, 10.66901)
H (-2.29189, 22.67515, 8.90139)
H (-1.20160, 20.30539, 11.42509)
H (-3.83908, 21.54328, 12.03156)
H (-2.32893, 21.54715, 12.98497)
H (-5.99229, 18.95897, 13.90606)
H (-6.45065, 17.31442, 15.66195)
H (-5.62581, 14.93581, 15.38708)
H (-3.77679, 14.45764, 13.98858)
H (0.10282, 15.95719, 12.85063)
H (1.54544, 15.71149, 14.81174)
H (1.24999, 13.74051, 16.31064)
H (-0.54034, 12.13386, 15.94986)
H (-2.00418, 12.35710, 13.96792)
H (-4.26387, 13.68913, 10.43509)
H (-4.92499, 11.36910, 9.82851)
H (-3.31494, 9.52685, 10.00370)
H (-0.98465, 10.02853, 10.59388)
H (-0.28950, 12.30370, 11.21412)
C (-2.34858, 17.68667, 18.04984)
C (-2.77517, 18.81861, 17.37908)
C (-2.85199, 18.83174, 15.98110)
C (-2.52206, 17.70225, 15.23800)
C (-2.10069, 16.57220, 15.93421)
C (-2.00815, 16.57326, 17.31063)
C (-2.57475, 17.62770, 13.71067)
C (-3.06439, 15.91696, 11.80795)
C (-5.47746, 17.51796, 11.48636)
C (-5.48646, 18.34801, 10.37769)
C (-6.32121, 18.11573, 9.27662)
C (-7.15743, 17.01849, 9.26453)
C (-7.22274, 16.20781, 10.39688)
C (-6.37140, 16.43299, 11.47285)
H (-2.24825, 17.67990, 19.12491)
H (-2.99739, 19.72968, 17.91227)
H (-3.16724, 19.73452, 15.49109)
H (-1.82384, 15.69549, 15.38163)
H (-1.63323, 15.69949, 17.80708)
H (-1.55997, 17.49692, 13.35012)
H (-4.87789, 19.25233, 10.35939)
H (-6.27918, 18.78139, 8.40630)
H (-7.77149, 16.79247, 8.41347)
H (-7.93116, 15.38947, 10.41962)
H (-6.39827, 15.77038, 12.32109)
C (1.37305, 15.60577, 8.44154)
C (0.16815, 14.92898, 8.26154)
C (-1.02303, 15.49937, 8.72451)
C (-1.02787, 16.77109, 9.31812)
C (0.19341, 17.47408, 9.37987)
C (1.37143, 16.89309, 8.96188)
H (2.29195, 15.12348, 8.11293)
H (0.14341, 13.98213, 7.75291)
H (-1.95236, 14.95455, 8.58201)
H (0.25485, 18.48416, 9.78792)
H (2.28497, 17.45613, 9.09064)